(1)
C21H35ClN4O3SSiV as an isolated structure at a distorted geometry. Source: the OMol25 dataset; level of theory: wB97M-V/def2-TZVPD.

Geometry as XYZ:
```
67
C21H35ClN4O3SSiV wB97M-V/def2-TZVPD
V 0.5165 -1.0541 -0.1447
O 2.9505 -0.9276 -2.5338
C 3.3239 0.3348 -3.0677
C 3.5105 1.4523 -2.0498
C 2.3787 1.6252 -1.0235
C 1.0336 1.6180 -1.6789
C 0.5922 2.7389 -2.3699
C -0.5578 2.6829 -3.1328
C -1.2117 1.4640 -3.2212
C -0.7338 0.3978 -2.4894
N 0.3415 0.4552 -1.6686
H 3.0759 -0.9613 -1.5762
H 2.5390 0.6097 -3.7772
H 4.2520 0.2379 -3.6388
H 3.6287 2.3747 -2.6256
H 4.4425 1.3043 -1.4950
H 2.5394 2.5570 -0.4789
H 2.4259 0.8147 -0.3055
H 1.1779 3.6486 -2.3119
H -0.9187 3.5536 -3.6645
H -2.0955 1.3346 -3.8307
H -1.2499 -0.5471 -2.5454
N 0.4429 -2.5520 1.3783
C 0.9006 -3.9268 1.1006
C 0.2854 -4.4799 -0.1851
C 1.0012 -3.9955 -1.4405
N 0.7339 -2.5639 -1.7187
H 1.0497 -2.1399 2.0933
H -0.5051 -2.5651 1.7381
H 0.6835 -4.5914 1.9392
H 1.9864 -3.8879 0.9949
H -0.7671 -4.1791 -0.2315
H 0.3079 -5.5701 -0.1657
H 0.7219 -4.6155 -2.2951
H 2.0774 -4.1015 -1.3004
H -0.1522 -2.4870 -2.2098
H 1.4461 -2.1822 -2.3389
C -4.6252 3.0815 1.4471
Si -4.1481 1.2847 1.6906
C -4.7296 0.7502 3.3875
C -5.0242 0.2814 0.3875
C -2.2622 1.2234 1.7032
C -1.6165 2.1977 2.4662
C -0.2327 2.2440 2.5619
C 0.5017 1.3101 1.8659
N -0.0802 0.3533 1.1208
C -1.4412 0.2900 1.0508
S -1.9587 -1.0572 0.0731
H -5.7150 3.1813 1.4413
H -4.2442 3.4712 0.4989
H -4.2398 3.7168 2.2495
H -5.8201 0.8110 3.4554
H -4.3058 1.3934 4.1638
H -4.4318 -0.2788 3.6049
H -6.0924 0.5204 0.4235
H -4.8988 -0.7896 0.5492
H -4.6502 0.5112 -0.6124
H -2.2065 2.9360 3.0009
H 0.2678 2.9906 3.1635
H 1.5827 1.2947 1.9190
Cl 4.6641 1.2894 2.1181
C 4.6438 -0.3889 1.4983
C 3.2070 -0.9203 1.4953
O 2.6591 -1.1314 2.5715
O 2.7011 -1.0898 0.3250
H 5.2656 -0.9885 2.1551
H 5.0566 -0.3640 0.4958
```

Properties
HOMO (alpha / beta) = -6.360 / -5.267 eV
E_tot = -91374.950 eV
LUMO level (alpha / beta) = 0.437 / 0.446 eV
Spin multiplicity = 2

---

(2)
One molecule with the formula C21H22N2O7S at a distorted geometry. Source: the OMol25 dataset; level of theory: wB97M-V/def2-TZVPD.

Geometry as XYZ:
```
53
C21H22N2O7S wB97M-V/def2-TZVPD
C 6.9311 0.8734 -0.8425
H 7.2913 1.3119 0.0845
H 7.3859 -0.1049 -0.9690
H 7.2363 1.5121 -1.6671
C 5.4117 0.7412 -0.8376
N 4.9549 -0.2491 0.1100
S 3.6432 -1.1613 -0.3162
O 3.5656 -2.2710 0.5856
O 3.7219 -1.4074 -1.7248
C 2.2060 -0.1156 -0.0223
C 1.4726 -0.2841 1.1381
C 0.3823 0.5321 1.3730
C 0.0359 1.5136 0.4452
C 0.7839 1.6739 -0.7191
C 1.8737 0.8538 -0.9505
H 2.4580 0.9358 -1.8530
H 0.5043 2.4324 -1.4325
C -1.1934 2.3031 0.7038
O -1.8632 2.2039 1.7013
O -1.5152 3.1067 -0.3234
C -2.8143 3.6725 -0.2705
H -2.9240 4.2646 -1.1822
C -3.9316 2.6220 -0.1947
O -5.0322 2.9295 0.1872
C -3.5424 1.2439 -0.5649
C -2.6743 0.9585 -1.6178
C -2.2646 -0.3392 -1.8518
C -2.7017 -1.3711 -1.0305
C -3.6160 -1.0962 -0.0033
C -4.0357 0.2020 0.2186
H -4.7309 0.4251 1.0132
N -4.1090 -2.1625 0.7468
C -3.6211 -3.4258 0.6635
O -4.0967 -4.3541 1.2715
C -2.3785 -3.5572 -0.2112
H -1.5030 -3.4594 0.4513
O -2.2733 -2.6330 -1.2774
H -2.3589 -4.5528 -0.6597
H -4.8854 -1.9937 1.3736
H -1.5956 -0.5772 -2.6626
H -2.3280 1.7471 -2.2667
H -2.9197 4.3278 0.6012
H -0.2210 0.4252 2.2618
H 1.7625 -1.0625 1.8262
C 5.1842 -0.0549 1.5224
C 4.6076 1.2405 2.0934
H 4.7432 1.2481 3.1715
H 5.1164 2.1084 1.6811
H 3.5448 1.3234 1.8771
H 4.7293 -0.9193 2.0075
H 6.2620 -0.0902 1.7081
H 5.0767 0.3808 -1.8109
H 4.9494 1.7197 -0.6439
```

Properties
HOMO = -8.708 eV
SMILES = CCN(CC)S(=O)(=O)c1ccc(C(=O)OCC(=O)c2ccc3c(c2)NC(=O)CO3)cc1
E_tot = -50282.204 eV
LUMO level = -0.363 eV

---

(3)
One molecule with the formula C19H38O2. Source: the OMol25 dataset; level of theory: wB97M-V/def2-TZVPD.

Geometry as XYZ:
```
59
C19H38O2 wB97M-V/def2-TZVPD
C 6.1222 -4.1807 3.9385
C 4.8795 -3.3494 3.6432
C 3.6481 -3.9099 4.3517
C 2.3959 -3.0514 4.1715
C 1.8681 -3.0392 2.7384
C 0.5443 -2.2864 2.6268
C 0.0130 -2.2782 1.1949
C -1.3173 -1.5332 1.0622
C -1.1892 -0.0044 1.1257
C -1.2334 0.6738 -0.2450
C -0.0323 0.3465 -1.1288
C -0.0112 1.1592 -2.4244
C -1.1217 0.7608 -3.3953
C -0.9700 1.3979 -4.7771
H -0.0090 1.1089 -5.2086
H -1.7612 1.0210 -5.4286
C -1.0557 2.9293 -4.7535
C -2.3931 3.3659 -4.2002
O -3.4442 3.2514 -4.7759
O -2.2601 3.8921 -2.9818
C -3.4517 4.3404 -2.3136
C -4.1673 3.1562 -1.6723
H -4.4630 2.4427 -2.4378
H -3.5102 2.6635 -0.9592
H -5.0584 3.5012 -1.1556
C -3.0208 5.3765 -1.2860
H -2.4885 6.1903 -1.7714
H -2.3617 4.9183 -0.5530
H -3.8933 5.7772 -0.7785
H -4.1068 4.7939 -3.0693
H -0.9736 3.3045 -5.7748
H -0.2587 3.3541 -4.1460
H -2.0918 1.0379 -2.9812
H -1.1121 -0.3256 -3.5169
H -0.1019 2.2182 -2.1774
H 0.9534 1.0086 -2.9166
H -0.0336 -0.7168 -1.3747
H 0.8815 0.5606 -0.5683
H -2.1539 0.3799 -0.7532
H -1.2657 1.7567 -0.0947
H -0.2593 0.2680 1.6273
H -2.0093 0.3989 1.7243
H -1.9775 -1.8773 1.8616
H -1.7893 -1.8090 0.1169
H 0.7578 -1.8276 0.5376
H -0.1291 -3.3129 0.8722
H 0.6858 -1.2616 2.9761
H -0.1945 -2.7563 3.2810
H 1.7265 -4.0682 2.3987
H 2.5998 -2.5693 2.0787
H 1.6119 -3.4380 4.8279
H 2.6119 -2.0275 4.4863
H 3.4488 -4.9190 3.9831
H 3.8669 -3.9874 5.4199
H 4.7100 -3.3335 2.5655
H 5.0455 -2.3204 3.9708
H 6.3289 -4.1937 5.0067
H 6.9896 -3.7705 3.4263
H 5.9814 -5.2071 3.6061
```

Properties
HOMO = -10.195 eV
SMILES = CCCCCCCCCCCCCCCC(=O)OC(C)C
E_tot = -24415.938 eV
LUMO level = 0.929 eV

---

(4)
An isolated ion of composition C4H8N2OP and charge +1 at a distorted geometry. Source: the OMol25 dataset; level of theory: wB97M-V/def2-TZVPD.

Geometry as XYZ:
```
16
C4H8N2OP wB97M-V/def2-TZVPD
C -1.3210 -1.6776 -0.0371
C -0.0270 -1.5092 0.2441
C -1.1577 0.5811 0.4559
C 1.0178 0.7372 -0.5459
N -2.1281 -0.5197 0.0493
N 0.1869 -0.0613 0.3665
O -4.0515 1.1700 0.1053
P -3.8182 -0.2146 -0.2101
H -1.9274 -2.5323 -0.2353
H 0.6520 -2.3067 0.5836
H -1.2038 1.4227 -0.2082
H -1.2789 0.8020 1.4690
H 0.7350 0.4689 -1.5997
H 0.6958 1.6821 -0.3773
H 2.0884 0.6350 -0.6914
H 0.6734 0.0331 1.3459
```

Properties
HOMO = -13.752 eV
Charge = +1
SMILES = C[N@@H+]1C=CN(P=O)C1
E_tot = -18586.000 eV
LUMO level = -3.988 eV

---

(5)
A 7-piece molecular cluster, H13O6S overall at a distorted geometry. Source: the OMol25 dataset; level of theory: wB97M-V/def2-TZVPD.

Geometry as XYZ:
```
20
H13O6S wB97M-V/def2-TZVPD
S -0.4094 1.1938 1.0144
H 0.9315 1.1356 1.0687
H 1.4549 -0.6465 -0.9594
H -0.0189 -0.5679 -0.6889
O 0.6172 -0.5518 -1.4192
H -1.7139 0.0817 3.2111
H -1.5975 -1.0503 2.3564
O -2.3055 -0.6007 2.8564
H 3.1441 -2.9142 -4.2735
H 2.7875 -4.4119 -4.5252
O 3.2174 -3.6385 -4.9025
H -2.5129 -0.8456 -0.3448
H -1.9489 -0.7179 -1.7119
O -2.6333 -1.2082 -1.2374
H -1.8571 4.5222 1.5510
H -0.5556 3.5632 1.5033
O -0.9540 4.3916 1.8267
H 2.0500 0.2640 0.6180
H 3.0371 -0.2367 1.6621
O 2.5146 -0.5402 0.9144
```

Properties
HOMO = -4.163 eV
Charge = -1
E_tot = -23332.935 eV
LUMO level = 2.957 eV

---

(6)
One molecule with the formula C19H32N4 at a distorted geometry. Source: the OMol25 dataset; level of theory: wB97M-V/def2-TZVPD.

Geometry as XYZ:
```
55
C19H32N4 wB97M-V/def2-TZVPD
C 5.0630 -1.3891 -2.5813
C 4.6974 -1.0055 -1.3860
C 4.2752 -0.5110 0.1122
C 2.9203 -1.3321 0.4488
N 2.0615 -2.0609 0.8941
C 5.4941 -0.9568 1.0762
C 5.7472 -2.5707 1.1174
N 6.6978 -3.0521 0.0371
C 4.0365 1.1143 0.0596
N 4.3846 1.6249 -1.2987
C 5.1158 1.8321 1.0607
N 5.9854 2.3454 1.7553
C 2.5884 1.5729 0.6094
C 1.3870 1.4824 -0.4596
C -0.0976 1.4843 0.2247
C -1.1140 2.2344 -0.8270
C -2.5091 2.5823 -0.0611
C -3.2836 1.1731 0.2053
C -4.6921 1.1074 -0.5946
C -5.8671 0.4507 0.3073
C -5.5073 -1.0265 0.8685
C -6.7519 -2.0702 0.7408
C -6.8784 -2.7323 -0.7389
H 5.4159 -1.8567 -3.5597
H 6.5129 -0.5063 0.7304
H 5.2996 -0.6609 2.1878
H 6.3197 -2.7538 2.1191
H 4.7840 -3.1895 1.1932
H 7.0056 -2.2228 -0.5021
H 6.0678 -3.5565 -0.6302
H 3.6439 1.4590 -1.9948
H 4.6982 2.6073 -1.2694
H 2.2900 1.0616 1.6143
H 2.6958 2.7029 0.8843
H 1.4236 2.3985 -1.1506
H 1.4760 0.5327 -1.1323
H -0.1371 2.0740 1.2098
H -0.5351 0.4161 0.3400
H -1.3709 1.5205 -1.7127
H -0.6150 3.1843 -1.2842
H -2.2655 3.0537 0.9786
H -3.1670 3.3338 -0.6557
H -2.6518 0.2766 -0.1833
H -3.4073 1.0434 1.3582
H -4.5310 0.5504 -1.6006
H -5.0382 2.1853 -0.8678
H -6.1073 1.1081 1.2361
H -6.8134 0.3967 -0.3487
H -5.2223 -0.9575 1.9823
H -4.6074 -1.4266 0.2495
H -6.6325 -2.9086 1.5179
H -7.7152 -1.4846 1.0395
H -7.3145 -3.8024 -0.7257
H -7.4621 -2.0415 -1.4572
H -5.7922 -2.8345 -1.1364
```

Properties
HOMO = -9.415 eV
SMILES = C#C[C@@](C#N)(CCN)[C@](N)(C#N)CCCCCCCCCCC
E_tot = -26173.568 eV
LUMO level = 0.639 eV

---

(7)
One molecule with the formula C3H9NO2 at a distorted geometry. Source: the OMol25 dataset; level of theory: wB97M-V/def2-TZVPD.

Geometry as XYZ:
```
15
C3H9NO2 wB97M-V/def2-TZVPD
C -0.6066 -0.1760 0.6077
C -0.2461 -1.6255 0.8742
O 0.3272 -2.1733 -0.2942
N 0.5998 0.6594 0.4664
C 0.4324 1.8621 -0.2767
O 0.1294 1.7293 -1.6771
H -1.1953 -0.1203 -0.3021
H -1.3769 0.3359 1.2235
H -1.0924 -2.2664 1.2005
H 0.4861 -1.8128 1.6646
H -0.2910 -2.3949 -0.9948
H 1.2114 0.0435 -0.0680
H -0.3913 2.5192 0.0377
H 1.4022 2.3617 -0.2707
H 0.6110 1.0582 -2.1910
```

Properties
HOMO = -9.328 eV
SMILES = OCCNCO
E_tot = -8840.900 eV
LUMO level = 0.775 eV

---

(8)
A 7-piece molecular cluster, C39H88N6O7 overall at a distorted geometry. Source: the OMol25 dataset; level of theory: wB97M-V/def2-TZVPD.

Geometry as XYZ:
```
140
C39H88N6O7 wB97M-V/def2-TZVPD
C -2.2881 3.7899 -1.1079
O -2.6641 2.8258 -0.1339
H -2.7492 3.5557 -2.0983
H -2.4066 4.8440 -0.8342
H -1.2081 3.5851 -1.2636
H -3.5711 3.0813 0.1457
C -1.3126 0.0344 -1.7783
O -0.2544 -0.1121 -2.7619
H -0.9641 -0.2727 -0.7775
H -1.7726 1.0320 -1.6467
H -2.0710 -0.6576 -2.0390
H 0.4062 0.5299 -2.5207
C -0.6884 -4.1423 -1.7320
C 0.5840 -4.0147 -0.9206
C 0.4968 -2.7925 -0.0635
C 1.7113 -2.6653 0.8432
C 1.6216 -3.8352 1.8452
C 1.6892 -5.2186 1.0702
N 0.5998 -5.1778 0.0680
O 0.6517 -6.3628 -0.6478
C 3.0803 -5.3580 0.4140
C 1.5170 -6.3405 2.0927
C 1.7252 -3.9374 -1.9394
H -0.6728 -5.1006 -2.2619
H -0.7269 -3.3770 -2.5276
H -1.5884 -4.2016 -1.1176
H 0.3006 -1.9371 -0.7178
H -0.3768 -2.9628 0.5568
H 1.6603 -1.6635 1.3403
H 2.6023 -2.6407 0.2064
H 0.6739 -3.8423 2.3412
H 2.4573 -3.8110 2.5654
H 3.0053 -6.0742 -0.4069
H 3.5819 -4.4414 0.0658
H 3.7446 -5.8288 1.1285
H 0.5817 -6.8865 1.7996
H 2.3379 -7.1221 2.0880
H 1.2675 -5.8643 3.0463
H 1.8734 -4.8592 -2.4825
H 2.6646 -3.6140 -1.4722
H 1.4588 -3.0743 -2.5442
H -0.3135 -6.6170 -0.6250
C -6.1044 -1.5769 -0.0430
C -5.0952 -1.4846 1.1295
C -3.6752 -1.4183 0.5869
C -2.6623 -0.9738 1.6846
C -3.0937 0.3501 2.2330
C -4.4825 0.3259 2.8367
N -5.4541 -0.1674 1.7354
O -6.7787 -0.2042 2.4119
C -4.6148 -0.3904 4.1955
C -4.8478 1.8048 3.0254
C -5.2795 -2.6673 2.0690
H -6.1992 -0.6347 -0.6156
H -7.1055 -1.7658 0.3455
H -5.8278 -2.3910 -0.7301
H -3.4622 -2.4536 0.2371
H -3.6476 -0.8488 -0.3286
H -1.6927 -0.8769 1.2190
H -2.5671 -1.7613 2.4145
H -3.0503 1.0279 1.4438
H -2.4017 0.7161 2.9981
H -3.7661 0.0751 4.7537
H -5.5887 -0.2117 4.6940
H -4.4845 -1.4729 4.1188
H -5.4327 2.1919 2.1752
H -5.5450 1.9185 3.8551
H -3.9198 2.3473 3.1864
H -4.4799 -2.9210 2.7637
H -5.4124 -3.5646 1.4748
H -6.2484 -2.5450 2.5778
H -7.3301 0.3078 1.7936
C 3.9801 2.1542 4.2665
C 2.8805 2.3472 3.2499
C 2.0546 1.0743 3.2470
C 0.8247 1.2270 2.3462
C -0.0593 2.4282 2.7407
C 0.6247 3.7521 2.9715
N 2.0062 3.4270 3.6835
O 2.8205 4.5957 3.7613
C 0.9173 4.6220 1.7289
C -0.1635 4.5236 3.9877
C 3.6586 2.6116 1.9019
H 3.5730 2.1239 5.3354
H 4.6777 3.0515 4.2860
H 4.4348 1.1415 4.1283
H 2.6112 0.1955 2.9414
H 1.7239 0.9028 4.2869
H 0.2182 0.3160 2.4244
H 1.0368 1.5028 1.2610
H -0.5634 2.1948 3.6809
H -0.9156 2.4463 2.0070
H 1.3753 5.5652 2.0029
H 1.6789 4.2367 1.0503
H -0.0529 4.8746 1.2549
H 0.4648 5.3782 4.2750
H -1.0961 4.9125 3.6295
H -0.3148 3.8739 4.8352
H 4.4174 3.3572 1.9541
H 3.0018 2.8936 1.1114
H 4.1784 1.6978 1.5831
H 3.1536 4.7115 2.8561
C 2.7786 3.6586 -3.8431
C 1.7787 2.5435 -3.6599
C 1.8890 1.4771 -4.7496
C 3.1805 0.6379 -4.6201
C 3.1008 -0.0805 -3.2244
C 2.9973 0.8686 -2.0018
N 1.8117 1.7187 -2.3705
O 1.3067 2.4832 -1.2997
C 2.7452 0.0395 -0.7891
C 4.3452 1.6231 -1.7678
C 0.3819 3.0686 -3.7895
H 2.5532 4.3416 -4.6788
H 3.8216 3.3576 -4.0313
H 2.8588 4.3153 -2.9854
H 1.0300 0.7908 -4.7767
H 1.7700 2.0247 -5.6894
H 4.1000 1.2150 -4.6101
H 3.1573 -0.1455 -5.3622
H 3.9199 -0.7860 -2.9161
H 2.2789 -0.7918 -3.1362
H 1.7726 -0.3897 -0.7407
H 3.4965 -0.7173 -0.7870
H 2.9273 0.6119 0.1301
H 5.1319 0.9538 -1.3057
H 4.8834 1.9204 -2.7186
H 4.2676 2.5764 -1.1637
H 0.1417 3.3074 -4.8399
H 0.1974 3.9352 -3.1568
H -0.2993 2.2740 -3.5407
H 1.9142 3.2147 -1.0901
C -0.8427 -1.0753 -6.1057
O -1.1671 -1.7141 -7.0576
N 0.1698 -1.6416 -5.2448
N -1.3673 0.0982 -5.6888
H 0.3920 -2.5778 -5.5085
H 0.3937 -1.2580 -4.3450
H -2.2628 0.3947 -6.0400
H -1.1167 0.3807 -4.7219
```

Properties
HOMO = -8.621 eV
SMILES = CC1(C)CCCC(C)(C)N1O.CC1(C)CCCC(C)(C)N1O.CC1(C)CCCC(C)(C)N1O.CC1(C)CCCC(C)(C)N1O.NC(N)=O.CO.CO
E_tot = -65137.746 eV
LUMO level = 0.257 eV

---

(9)
C3H5MgO4 as an isolated structure at a distorted geometry. Source: the OMol25 dataset; level of theory: wB97M-V/def2-TZVPD.

Geometry as XYZ:
```
13
C3H5MgO4 wB97M-V/def2-TZVPD
O -2.1250 -0.1447 0.1409
C -1.4979 0.9886 0.4058
C -1.1511 -1.2194 0.1319
O -1.3696 1.8826 -0.4258
O -0.4358 0.6635 1.1280
C 0.1717 -0.5119 0.4979
Mg 1.0084 1.7983 -1.5247
H -1.1849 -1.6356 -0.8818
H -1.4290 -2.0052 0.8384
H 0.8764 -1.2558 0.1056
H 1.6512 -0.0758 0.7521
O 2.4185 1.0714 -0.4204
H 3.0669 0.4440 -0.7479
```

Properties
HOMO (alpha / beta) = -12.968 / -11.515 eV
Charge = +1
E_tot = -16811.820 eV
LUMO level (alpha / beta) = -6.789 / -6.357 eV

---

(10)
A 2-piece molecular cluster, C5H10O overall. Source: the OMol25 dataset; level of theory: wB97M-V/def2-TZVPD.

Geometry as XYZ:
```
16
C5H10O wB97M-V/def2-TZVPD
C -1.1409 0.2752 -1.8572
C -0.3026 1.1006 -0.8777
C -0.0713 0.4165 0.4391
O -1.2264 0.0406 1.0135
C 1.4375 -1.7354 1.7527
C 1.1469 0.2238 0.9903
H -1.3086 0.8421 -2.7781
H -2.1135 0.0271 -1.4243
H -0.6334 -0.6584 -2.1206
H -0.8196 2.0452 -0.6635
H 0.6676 1.3560 -1.3137
H -1.0364 -0.4339 1.8379
H 0.3425 -1.9459 1.7704
H 1.7180 -2.0461 0.7273
H 1.3066 -0.0440 2.0509
H 2.0336 0.5366 0.4530
```

Properties
HOMO = -8.370 eV
E_tot = -7389.781 eV
LUMO level = 0.240 eV